DFT (ωB97M-V/def2-TZVPD) results for a molecular structure, C42H43N2OP2RhSi in a non-equilibrium geometry.

Structure (XYZ):
```
92
C42H43N2OP2RhSi ωB97M-V/def2-TZVPD
Rh -0.28 -0.01 0.19
C -2.63 -3.25 -0.47
Si -1.28 -1.94 -0.89
C 0.28 -2.91 -1.54
C 0.13 -4.21 -2.00
C 1.22 -4.94 -2.44
C 2.48 -4.38 -2.44
C 2.66 -3.09 -1.96
C 1.57 -2.37 -1.49
P 1.80 -0.70 -0.80
C 3.47 -0.21 -1.28
C 4.57 -0.32 -0.43
C 5.82 0.03 -0.89
C 5.99 0.51 -2.18
C 4.89 0.63 -3.03
C 3.63 0.28 -2.58
C 1.95 -0.90 1.02
C 2.06 -2.12 1.69
C 2.35 -2.14 3.04
C 2.53 -0.95 3.74
C 2.38 0.27 3.09
C 2.09 0.30 1.74
C -2.03 -0.96 -2.43
C -2.43 -1.69 -3.53
C -3.05 -1.06 -4.60
C -3.24 0.31 -4.59
C -2.86 1.05 -3.48
C -2.25 0.41 -2.40
P -1.77 1.42 -0.96
C -0.30 2.37 -1.48
C 0.28 2.27 -2.74
C 1.39 3.05 -3.04
C 1.93 3.90 -2.10
C 1.36 4.00 -0.83
C 0.25 3.23 -0.52
C -3.12 2.61 -0.81
C -2.96 3.97 -1.06
C -4.05 4.81 -0.97
C -5.29 4.30 -0.62
C -5.44 2.95 -0.33
C -4.36 2.11 -0.42
H -2.97 -3.73 -1.38
H -3.50 -2.80 0.00
H -2.25 -4.01 0.20
H -0.85 -4.66 -2.02
H 1.08 -5.95 -2.80
H 3.33 -4.93 -2.81
H 3.65 -2.65 -1.96
H 4.44 -0.70 0.57
H 6.67 -0.07 -0.24
H 6.97 0.80 -2.52
H 5.03 1.00 -4.03
H 2.77 0.37 -3.22
H 1.95 -3.05 1.15
H 2.46 -3.08 3.56
H 2.82 -0.97 4.78
H 2.50 1.20 3.63
H 2.07 1.24 1.20
H -2.29 -2.76 -3.56
H -3.38 -1.64 -5.45
H -3.70 0.81 -5.43
H -3.02 2.12 -3.46
H -0.15 1.62 -3.49
H 1.81 3.00 -4.03
H 2.79 4.51 -2.35
H 1.77 4.68 -0.10
H -0.23 3.33 0.45
H -1.99 4.37 -1.35
H -3.94 5.86 -1.19
H -6.15 4.96 -0.56
H -6.41 2.57 -0.04
H -4.45 1.05 -0.19
C -0.93 1.90 3.12
N -0.81 0.78 4.03
C -0.59 1.08 5.42
C -0.93 -0.44 3.43
O -1.15 -0.45 2.20
N -0.84 -1.64 4.06
C -1.03 -2.82 3.24
C -0.68 -1.98 5.45
H -0.78 2.83 3.66
H -1.93 1.92 2.65
H -0.18 1.82 2.32
H -0.52 2.16 5.54
H 0.35 0.65 5.77
H -1.42 0.75 6.04
H -0.87 -2.59 2.19
H -2.04 -3.22 3.37
H -0.32 -3.59 3.56
H -0.64 -1.13 6.11
H 0.24 -2.57 5.56
H -1.52 -2.62 5.75
```

Values from the calculation:
Charge: +2
Energy above the lowest of the compared OMol25 structures with the same formula, charge and spin (kJ/mol): 122.36
F_max (eV/A): 2.7
HOMO-LUMO gap (spin up / spin down) (Ha): 0.24186 / 0.24198
LUMO (spin up / spin down) (eV): -7.00 / -6.99
E_tot (hartree): -2893.30970
HOMO (spin up / spin down) (eV): -13.58 / -13.58

Here are the Löwdin charges for atoms 1 to 2, given in e: 0.5355, -0.1653

DFT (ωB97M-V/def2-TZVPD) results for a molecular structure, C42H44BGeN7O4Rb.

Structure (XYZ):
```
100
C42H44BGeN7O4Rb ωB97M-V/def2-TZVPD
Rb 0.51 -0.45 -1.64
C 2.26 4.02 0.92
C 2.60 3.21 -0.30
C 3.60 2.24 -0.27
C 3.94 1.51 -1.40
C 3.28 1.76 -2.60
C 2.26 2.70 -2.65
C 1.92 3.41 -1.50
H 1.80 4.97 0.64
H 3.15 4.23 1.52
H 1.55 3.49 1.57
H 4.13 2.06 0.66
H 4.68 0.72 -1.34
H 3.55 1.20 -3.49
H 1.71 2.87 -3.56
H 1.11 4.14 -1.55
B -2.58 2.21 -3.18
N -1.62 1.70 -4.30
C -1.92 1.44 -5.58
C -0.78 0.96 -6.21
C 0.18 0.97 -5.19
N -0.32 1.42 -4.05
N -3.16 0.98 -2.41
C -4.26 0.28 -2.73
C -4.31 -0.86 -1.95
C -3.15 -0.77 -1.17
N -2.47 0.33 -1.45
H -3.51 2.77 -3.72
H -1.96 2.91 -2.42
H -2.91 1.61 -5.95
H -0.67 0.65 -7.23
H 1.22 0.67 -5.24
H -4.93 0.64 -3.50
H -5.05 -1.64 -1.95
H -2.78 -1.46 -0.42
C 0.27 -2.73 2.60
C -0.11 -3.43 1.35
N -0.12 -2.91 0.14
C -0.48 -3.94 -0.71
C -0.67 -5.09 0.00
N -0.45 -4.74 1.30
C -1.05 -6.52 -0.30
O -1.21 -6.81 -1.51
O -1.24 -7.24 0.70
C -0.57 -3.71 -2.18
O -0.85 -4.76 -2.92
O -0.38 -2.61 -2.65
H 0.26 -1.66 2.44
H 1.28 -3.01 2.91
H -0.41 -2.97 3.42
H -0.53 -5.42 2.04
H -1.03 -5.61 -2.36
C 3.89 -1.41 0.89
C 4.21 -1.88 -0.49
C 5.34 -2.56 -0.93
C 5.13 -2.78 -2.32
C 3.89 -2.22 -2.61
C 3.18 -2.19 -3.93
N 3.33 -1.67 -1.51
H 4.75 -1.53 1.56
H 3.04 -1.96 1.33
H 3.60 -0.35 0.89
H 6.19 -2.86 -0.33
H 5.79 -3.29 -3.02
H 3.83 -2.54 -4.73
H 2.86 -1.17 -4.18
H 2.27 -2.81 -3.93
C -1.70 3.29 0.50
Ge -1.35 1.42 0.96
C -2.99 0.66 1.71
C -4.24 1.20 1.41
C -5.40 0.61 1.89
C -5.33 -0.54 2.67
C -4.09 -1.09 2.97
C -2.94 -0.50 2.49
C -0.02 1.36 2.45
C 1.20 0.77 2.22
C 2.20 0.68 3.22
C 1.97 1.20 4.46
C 0.74 1.83 4.76
C 0.49 2.38 6.04
C -0.70 2.99 6.32
C -1.70 3.08 5.33
C -1.48 2.56 4.09
C -0.26 1.91 3.75
H -2.10 3.82 1.37
H -2.41 3.35 -0.33
H -0.78 3.77 0.18
H -4.31 2.08 0.78
H -6.36 1.04 1.64
H -6.24 -1.01 3.03
H -4.03 -1.99 3.56
H -1.97 -0.95 2.72
H 1.42 0.34 1.25
H 3.13 0.19 2.98
H 2.72 1.13 5.23
H 1.26 2.30 6.79
H -0.87 3.41 7.31
H -2.64 3.57 5.56
H -2.27 2.62 3.34
```

Values from the calculation:
Charge: -2
Energy above the lowest of the compared OMol25 structures with the same formula, charge and spin (kJ/mol): 49.79
F_max (eV/A): 0.8
HOMO-LUMO gap (spin up / spin down) (Ha): 0.18657 / 0.18295
Multiplicity: 2
LUMO (spin up / spin down) (eV): 3.57 / 3.47
E_tot (hartree): -4437.18772
HOMO (spin up / spin down) (eV): -1.51 / -1.51

Here are the Löwdin charges for atoms 1 to 2, given in e: 0.6792, -0.0498

DFT (ωB97M-V/def2-TZVPD) results for a molecular structure, C42H44N6O5S6Sc in a non-equilibrium geometry.

Structure (XYZ):
```
104
C42H44N6O5S6Sc ωB97M-V/def2-TZVPD
Sc 0.00 0.00 0.00
N -3.76 -0.66 1.49
C -2.55 -0.67 0.86
O -1.84 0.32 0.79
C -2.11 -1.96 0.26
C -1.23 -1.60 -0.89
H -4.09 0.23 1.84
H -4.42 -1.42 1.41
H -2.97 -2.55 -0.09
H -1.56 -2.53 1.01
H -1.72 -1.22 -1.81
H -0.59 -2.53 -1.21
O -5.90 2.91 -6.20
C -4.67 2.50 -6.60
O -4.33 2.42 -7.77
C -3.82 2.09 -5.45
C -3.10 0.90 -5.54
C -2.34 0.48 -4.45
C -2.31 1.25 -3.28
S -1.40 0.71 -1.94
C -3.00 2.45 -3.21
C -3.76 2.89 -4.30
H -6.06 2.74 -5.25
H -3.13 0.30 -6.44
H -1.79 -0.46 -4.50
H -2.95 3.06 -2.31
H -4.28 3.84 -4.23
O 0.34 0.71 1.91
C 0.63 1.12 3.14
C 1.82 0.29 3.67
C 1.95 -0.36 4.89
C 3.20 -1.02 5.07
C 4.03 -0.84 3.98
S 3.30 0.11 2.76
C -0.65 0.92 4.01
C -1.24 1.80 4.91
C -2.39 1.28 5.57
C -2.67 0.00 5.17
S -1.54 -0.58 4.02
C 0.97 2.64 3.05
C 0.47 3.59 2.16
C 0.97 4.90 2.38
C 1.84 4.94 3.45
S 2.04 3.41 4.18
H 1.16 -0.37 5.63
H 3.48 -1.58 5.95
H 5.03 -1.22 3.84
H -0.86 2.80 5.08
H -2.98 1.82 6.29
H -3.48 -0.64 5.49
H -0.23 3.32 1.38
H 0.71 5.77 1.79
H 2.37 5.80 3.84
S 0.50 -2.03 1.36
C 0.83 -3.41 2.24
N 1.03 -3.32 3.61
C 1.30 -4.40 4.41
C 1.40 -5.63 3.89
C 1.21 -5.82 2.47
C 0.94 -4.78 1.66
H 0.96 -2.40 4.02
H 1.44 -4.20 5.47
H 1.62 -6.49 4.51
H 1.29 -6.83 2.07
H 0.79 -4.91 0.60
C 0.71 1.52 -6.89
C 1.64 0.31 -6.89
C 1.13 -0.83 -6.01
N 1.16 -0.48 -4.59
C 1.83 -1.04 -3.57
S 1.26 -0.76 -2.02
N 2.91 -1.86 -3.71
C 3.81 -2.08 -4.75
O 3.98 -1.35 -5.72
C 4.71 -3.26 -4.57
C 4.32 -4.38 -3.82
C 5.20 -5.46 -3.68
C 6.45 -5.43 -4.30
C 6.83 -4.33 -5.06
C 5.96 -3.24 -5.20
H 1.09 2.28 -7.57
H 0.64 1.96 -5.89
H -0.29 1.24 -7.21
H 2.64 0.63 -6.57
H 1.73 -0.06 -7.92
H 1.67 -1.76 -6.19
H 0.08 -1.04 -6.25
H 0.40 0.11 -4.29
H 3.17 -2.27 -2.83
H 3.34 -4.44 -3.36
H 4.90 -6.33 -3.10
H 7.12 -6.28 -4.20
H 7.80 -4.31 -5.55
H 6.26 -2.39 -5.80
N 0.25 4.27 -0.46
C 1.58 4.00 -0.58
C 1.68 2.63 -0.45
N 0.44 2.07 -0.26
C -0.40 3.08 -0.27
H -0.19 5.18 -0.51
H 2.32 4.77 -0.74
H 2.57 2.02 -0.49
H -1.47 3.02 -0.15
H 1.79 0.17 0.47
```

Values from the calculation:
Charge: -1
Energy above the lowest of the compared OMol25 structures with the same formula, charge and spin (kJ/mol): 0.00
F_max (eV/A): 4.4
HOMO-LUMO gap (spin up / spin down) (Ha): 0.18384 / 0.18386
LUMO (spin up / spin down) (eV): 1.91 / 1.91
E_tot (hartree): -5481.36376
HOMO (spin up / spin down) (eV): -3.09 / -3.09

Here are the Löwdin charges for atoms 1 to 2, given in e: 0.1060, 0.1763

DFT (ωB97M-V/def2-TZVPD) results for 7 unconnected molecules or ions with the total composition C42H45BClF18N3O17S in a non-equilibrium geometry.

Structure (XYZ):
```
128
C42H45BClF18N3O17S ωB97M-V/def2-TZVPD
C 2.14 -2.89 4.70
C 2.89 -1.89 3.74
O 2.17 -1.78 2.49
C 2.27 -0.52 1.93
C 1.05 0.31 1.77
C -0.28 -0.36 2.22
O -1.27 0.54 2.75
C -2.49 0.16 2.14
C -3.17 -1.03 2.67
C -4.39 -1.49 2.06
C -5.00 -0.80 0.87
C -4.34 0.40 0.37
C -3.09 0.85 1.01
C 1.20 1.64 1.17
Cl -0.20 2.70 0.91
C 2.51 2.12 0.77
C 3.71 1.26 0.93
C 3.62 -0.06 1.51
N 4.83 -0.90 1.64
C 4.88 -1.51 0.57
S 5.18 -2.27 -0.82
C 4.91 2.08 0.35
O 5.93 1.68 -0.12
N 4.43 3.44 0.48
B 4.36 3.94 1.90
N 4.97 3.23 3.04
O 3.63 5.14 2.18
C 2.99 3.48 0.14
O 2.40 4.31 -0.46
H 2.74 -3.17 5.60
H 1.15 -2.44 5.02
H 1.90 -3.84 4.16
H 3.89 -2.35 3.50
H 3.12 -0.90 4.23
H -0.02 -1.10 3.04
H -0.72 -0.97 1.39
H -2.71 -1.57 3.53
H -4.88 -2.41 2.45
H -5.92 -1.18 0.39
H -4.80 0.93 -0.51
H -2.62 1.76 0.57
H 5.03 3.93 3.79
H 4.27 2.56 3.40
H 2.74 4.87 2.48
C 1.83 8.11 3.91
C 2.70 8.53 5.08
O 2.23 7.94 6.30
C 2.60 6.68 6.52
O 3.28 6.03 5.77
C 2.08 6.19 7.87
F 0.79 6.52 8.06
F 2.76 6.73 8.89
F 2.16 4.86 8.00
H 0.78 8.35 4.11
H 2.14 8.62 3.00
H 1.89 7.04 3.75
H 2.64 9.61 5.21
H 3.75 8.29 4.91
C -0.05 -2.26 -2.79
C -1.40 -2.89 -3.06
O -1.68 -3.94 -2.11
C -2.13 -3.54 -0.92
O -2.32 -2.40 -0.60
C -2.42 -4.75 -0.03
F -1.43 -5.66 -0.07
F -3.55 -5.39 -0.42
F -2.59 -4.41 1.26
H 0.73 -3.03 -2.78
H 0.19 -1.53 -3.56
H -0.03 -1.77 -1.82
H -1.40 -3.36 -4.04
H -2.20 -2.15 -3.06
C 3.62 4.16 11.09
C 2.28 3.52 10.84
O 2.03 2.46 11.79
C 1.59 2.85 12.99
O 1.40 3.98 13.32
C 1.34 1.63 13.88
F 2.34 0.73 13.82
F 0.22 0.98 13.50
F 1.19 1.95 15.17
H 4.42 3.41 11.09
H 3.84 4.91 10.32
H 3.65 4.65 12.06
H 2.27 3.05 9.85
H 1.47 4.25 10.86
C 7.56 -5.26 -4.20
C 6.38 -5.69 -3.35
O 5.18 -5.79 -4.14
C 5.05 -6.92 -4.85
O 5.84 -7.82 -4.86
C 3.72 -6.91 -5.61
F 3.49 -5.73 -6.22
F 2.68 -7.12 -4.78
F 3.66 -7.85 -6.55
H 7.33 -4.33 -4.73
H 8.44 -5.11 -3.58
H 7.79 -6.01 -4.95
H 6.18 -4.93 -2.59
H 6.58 -6.63 -2.83
C -5.48 -4.19 -8.40
C -5.86 -3.35 -7.20
O -4.69 -2.93 -6.47
C -4.04 -1.87 -6.97
O -4.36 -1.27 -7.96
C -2.85 -1.51 -6.08
F -2.13 -2.60 -5.72
F -3.25 -0.92 -4.94
F -2.00 -0.67 -6.67
H -4.85 -5.03 -8.09
H -6.36 -4.58 -8.90
H -4.90 -3.61 -9.12
H -6.46 -3.95 -6.51
H -6.46 -2.50 -7.48
C -8.19 1.83 -12.44
C -7.37 2.04 -11.18
O -7.81 1.16 -10.13
C -7.34 -0.10 -10.19
O -6.60 -0.51 -11.04
C -7.84 -0.90 -8.99
F -9.15 -0.72 -8.77
F -7.21 -0.55 -7.86
F -7.66 -2.23 -9.16
H -9.25 1.93 -12.23
H -7.91 2.55 -13.20
H -8.04 0.82 -12.84
H -7.52 3.05 -10.81
H -6.30 1.92 -11.37
```

Values from the calculation:
F_max (eV/A): 3.1
HOMO-LUMO gap (Ha): 0.29895
LUMO (eV): -0.79
E_tot (hartree): -5751.65476
HOMO (eV): -8.92

Here are the Löwdin charges for atoms 1 to 2, given in e: -0.0694, -0.2268